DFT (the ωB97M-V functional and the def2-TZVPD basis) results for a cluster of 13 separate species, C29H51Cl9N8O18 in total in a non-equilibrium geometry.

Structure (XYZ):
```
115
Properties=species:S:1:pos:R:3:forces:R:3:mulliken_charge:R:1
C -0.198940 3.122514 5.410688 0.0469 -0.2091 1.0844 -0.764
H -1.353466 -2.554137 0.607065 -0.0168 0.0119 -0.2755 0.268
H 3.763563 -0.943862 -4.242310 0.2753 -0.6044 -0.2736 0.383
N -4.489776 1.780136 -2.757192 -0.2547 0.0824 1.2867 0.900
O 3.205069 2.902387 1.246665 0.4920 0.1012 0.3531 -0.475
C 2.202769 -4.308664 -6.220837 0.0712 -0.2216 -0.1505 0.231
H -0.235379 0.466667 -1.766348 0.6489 0.0398 0.3830 -0.504
H -4.820276 2.216946 -4.738140 0.0802 -0.0362 -0.0791 0.368
H 1.427964 -1.174571 6.436910 0.1645 -0.2980 0.1752 0.303
H 3.607961 7.547538 0.294313 -0.0360 -0.1560 0.2813 0.335
C 1.354551 6.761540 -2.017320 -0.4074 -0.9150 -0.8530 -0.324
H 0.249161 2.542499 6.213720 -0.0316 0.2493 0.1226 0.334
H 2.405658 -2.608147 5.795030 0.2428 0.3698 0.3439 0.321
C 3.536673 2.920010 3.583193 0.2204 0.1672 -0.0314 -0.988
Cl 0.334408 -0.126493 -6.644407 0.1734 0.3713 0.2596 -0.082
H 2.971057 2.476224 4.395594 -0.0440 -0.0367 -0.1609 0.305
H 4.465020 2.378725 3.424665 -0.0243 0.1398 -0.1491 0.346
N 2.703929 2.853675 2.345972 -0.5779 -0.7127 0.1427 0.976
H -2.225287 0.264614 2.329720 0.3269 0.1411 0.3707 0.418
H -2.469524 -1.405098 2.014107 0.2951 -0.2642 -0.1014 0.469
C 1.658041 -1.839600 5.610687 -0.5377 -0.2129 -0.4792 -0.643
H -3.406905 -5.819752 4.509576 -0.0104 0.2812 -0.3386 0.299
H -3.423040 1.042868 5.709562 0.0714 0.5077 -0.6685 0.173
C -2.331126 -5.715784 4.394955 0.1618 -0.3234 0.7703 -0.895
C 4.511283 -0.231899 -1.088700 0.3192 -1.1207 1.7507 -0.590
C 4.204916 -0.111767 -2.396220 -0.0602 1.5828 -0.9084 -0.062
C 0.760903 1.499559 -6.002735 -0.7016 -0.4092 -0.7032 0.192
Cl 3.664635 -5.314646 -5.881531 -0.7847 0.4769 -0.0576 -0.118
H -1.921983 -6.562175 3.849164 -0.1549 0.2237 -0.3558 0.335
Cl -0.523358 2.623119 -6.524466 0.1612 -0.0655 0.2510 -0.121
C -0.677790 1.096310 -0.995477 -1.2880 -0.0171 0.3620 0.207
H 0.790174 -2.362571 5.214849 -0.1730 0.2828 0.1275 0.147
N -0.897125 -0.480248 0.896599 0.3728 0.0207 -0.0192 1.121
H -3.705937 -0.147544 4.395718 -0.1579 0.4005 -0.3449 0.200
H 1.220471 -0.143929 1.120412 0.0234 0.0879 -0.5868 0.334
O -3.734653 2.056228 -1.838190 0.7169 0.1559 0.1225 -0.539
Cl 1.345781 -3.872740 -4.744726 0.4186 -0.2887 0.2178 0.040
N -1.935225 -4.444564 3.701421 0.5657 -1.7733 0.2459 0.895
H -2.697032 -2.656800 -5.115763 0.0762 0.3960 0.4405 0.282
C 1.493114 5.371800 -2.018237 1.6496 -0.6757 0.2732 -0.663
C 2.027856 7.547734 -1.096750 0.5118 -0.6498 -0.4364 -0.552
H 0.217328 0.841873 2.110252 -0.0432 -0.2899 0.0926 0.047
O -3.674660 -1.919913 -2.604531 2.7028 -0.9919 -0.9307 -0.608
H 3.709732 3.976459 3.781346 0.1421 -0.0288 -0.0739 0.321
C 4.073712 -1.194786 -3.236234 -0.6035 -0.5113 0.0650 -0.697
O -1.327541 -3.640535 4.385257 -0.2524 0.6625 -0.3373 -0.544
H 1.319013 -3.765035 -0.214792 0.0673 -0.0831 0.0046 0.425
C 2.490773 4.766127 -1.233775 -0.3861 0.3609 -0.1627 0.045
H 1.953150 8.624905 -1.065049 -0.1320 0.0088 -0.1250 0.362
C 0.162552 1.665619 0.143899 0.6352 -1.3229 -0.3794 -0.540
N -5.217043 1.435420 4.605373 0.4159 0.1184 1.3858 0.969
C -4.168544 0.505668 5.128843 -0.1435 -0.8695 1.2840 -0.632
N 2.177289 -0.985094 4.512754 0.3770 -0.5724 -0.8212 0.871
H -1.347911 -2.610409 -3.816438 -0.2268 0.4860 -0.2965 -0.024
H 4.627062 0.608055 -0.416442 0.0748 0.1633 -0.2037 0.428
H 1.071051 -1.344501 -0.896743 -0.0630 0.1135 -0.0193 0.098
O -2.096241 -4.430332 2.506642 -0.1362 0.8055 0.0139 -0.424
O -5.629087 -1.300250 -1.720297 -0.4725 0.0357 0.4783 -0.727
H -2.223418 -0.557039 -0.660868 -0.2514 0.4434 -0.5943 -0.414
H -0.109952 -4.175766 -1.158856 0.0023 0.0236 -0.4088 0.317
C 0.207939 -2.009919 -0.843960 -0.0427 -1.2880 -0.7283 1.143
C -3.944951 2.014816 -4.121775 -1.3179 -0.2967 -0.7177 -0.746
H 0.591312 3.554521 4.802975 -0.3541 -0.3018 -0.5665 0.162
C 4.379099 -2.659387 -1.325910 0.8650 1.3403 -0.5493 -0.745
H -4.642442 -0.096869 5.902411 -0.3285 -0.2250 -0.4137 0.410
C 2.980569 6.907411 -0.315157 0.1891 0.9589 0.4842 -0.327
N -2.372761 -4.353198 -4.005129 -0.3711 -0.8522 -0.1518 1.128
C -1.852150 -3.129877 -4.624930 0.0535 0.1388 -0.2070 -0.405
Cl 2.691468 -2.812435 -7.020740 0.1581 -0.1310 -0.1121 -0.084
C -1.682621 -0.669476 2.182460 -0.7871 0.9063 -0.9552 -1.151
H -1.863964 -5.708687 5.376306 -0.1124 0.2096 -0.0121 0.342
O -1.831172 -4.766017 -2.997878 0.1729 0.1376 0.0524 -0.544
H 1.111150 2.112162 -0.150531 0.1451 -0.3579 -0.0141 0.129
C 0.302737 0.440062 1.101849 -0.2030 0.9580 1.1155 -0.462
H -1.146992 -3.415428 -5.402659 -0.0089 -0.2130 0.1308 0.198
O -4.076236 -2.214050 -0.255891 1.5223 -0.3735 0.3412 -0.637
H -1.055039 -0.907555 3.036044 0.1896 -0.0925 -0.2563 0.179
H -0.366511 2.476539 0.642463 -0.2474 -0.1980 0.0569 0.309
N -1.060020 2.139070 4.688164 1.2043 0.3661 -0.6632 0.972
O -1.688086 2.553192 3.748466 -0.3807 -0.1417 -0.0574 -0.435
C 4.167107 -2.487675 -2.704303 -0.0505 -0.1135 0.5465 -0.079
C -0.474899 -1.925568 0.479239 0.3078 1.6601 0.8036 -1.118
H -3.280266 2.870974 -4.154251 0.1848 -0.2429 0.4005 0.253
C 3.235699 5.552064 -0.382603 -0.0769 0.2124 0.3887 -0.515
C 4.634319 -1.513074 -0.567096 -0.3571 -0.5552 0.6764 -0.326
H -1.182106 1.894361 -1.538371 -0.2773 -0.0607 0.0890 0.785
Cl 1.072597 -5.207611 -7.264235 0.3853 0.0976 0.1545 -0.099
H -0.467868 -1.827963 -1.681585 -0.1071 0.4355 0.1342 -0.410
H -0.829003 3.921757 5.794056 -0.0870 -0.0986 -0.0560 0.297
O -5.224315 -3.579004 -1.786019 1.0992 -0.8401 -0.3909 -0.713
O -5.607868 1.363541 -2.565931 0.3525 0.3081 -1.1442 -0.466
H 1.038716 4.703316 -2.737502 -0.4170 0.4371 -0.2179 0.421
O -6.354749 1.240414 4.992249 0.1598 -0.0493 -0.5905 -0.559
Cl 2.276565 2.014661 -6.703001 0.3012 0.0422 0.0347 -0.114
H 1.382889 -3.402146 -1.921205 -0.2127 -0.5600 -0.2094 -0.181
O 1.508606 2.700852 2.534131 0.0000 0.3545 0.1831 -0.495
H 2.794095 3.732839 -1.339289 -0.4957 -0.1730 -0.0254 0.434
H 4.099680 -3.403139 -3.277232 -0.2296 0.2484 -0.4393 0.429
H 0.260630 -2.125090 1.261384 -0.1272 -0.4819 0.0712 0.453
O -3.287849 -4.909209 -4.572918 0.0364 0.0006 0.0198 -0.607
C 0.707317 -3.466698 -1.070312 0.4102 1.0467 0.7629 -0.917
O -0.982044 0.969830 5.037880 -0.1889 0.1039 0.0667 -0.561
H 4.498978 -3.631665 -0.870690 -0.1532 -0.1099 -0.1337 0.458
Cl -4.600591 -2.308202 -1.595869 -4.3526 2.2126 0.6457 1.681
O 1.754353 -1.191189 3.387905 -0.0879 0.1690 0.3340 -0.413
H 4.893247 -1.617199 0.480071 -0.0508 -0.0920 0.0536 0.360
H 4.114032 0.916278 -2.733759 -0.1797 -0.1856 -0.5700 0.423
H 0.860759 7.118409 -2.913194 -0.5832 0.6535 0.5239 0.318
H 3.989214 5.122350 0.262872 0.1635 -0.0363 -0.1893 0.470
O -4.820529 2.410092 4.014477 -0.1473 0.0959 -0.6257 -0.519
H -3.513231 1.079338 -4.471331 0.2471 0.0844 0.1815 0.228
C -1.693422 0.267781 -0.184844 -0.4193 -1.2116 -0.1799 -0.563
Cl 0.851871 1.427348 -4.260403 0.0413 0.0560 0.2291 0.159
O 3.069132 -0.203924 4.766967 -0.0996 0.3184 0.2743 -0.576
H -2.437764 0.891737 0.306538 0.1336 0.0775 0.0593 0.491
```
Positions in Å, forces in eV/Å.

- ΔE to the lowest compared entry with this formula, charge and spin: 0.0 kcal per mole
- F_max: 4.9 eV/Å
- Lowest unoccupied orbital energy: -0.7 eV
- E_tot: -7068.66224 Ha
- HOMO energy: -7.87 eV
- Orbital gap: 0.26221 Eh
- Multiplicity: 1